11
Properties=species:S:1:pos:R:3:lowdin_charge:R:1 method="wB97M-V/def2-TZVPD" energy_ev=-29751.8951 total_charge=-1 relative_energy_kcal_mol=51.9
C 2.0141 -1.7004 -0.6656 -0.3360
C -1.6444 -0.2022 0.9733 -0.4481
N 3.0836 -1.3904 0.0257 -0.0704
N 0.9948 -0.8725 -0.4087 -0.1896
N 2.7235 -0.3038 0.7212 -0.1481
N 1.4765 -0.0128 0.4857 -0.1228
S -2.3575 0.0490 -1.8190 -0.0052
S -1.4112 -0.9215 -0.5121 0.3116
H -2.3283 0.5317 1.1479 -0.0524
H -1.5981 -0.8186 1.9249 0.0259
H 1.9385 -2.5078 -1.2514 0.0351